Molecular formula: C38H78BrIO7
Method: DFT, ωB97M-V/def2-TZVPD

The geometry in XYZ format:
```
125
Properties=species:S:1:pos:R:3:forces:R:3
I 5.66525 3.14189 -3.74913 0.2 -0.1 -0.1
Br 2.78875 -0.20698 -7.74053 0.2 -0.7 0.2
O 1.45813 1.13595 -0.02328 0.3 0.2 -0.4
O 1.99997 -3.55963 -5.25232 0.2 -0.1 0.1
O 2.67788 -4.17094 -6.34461 -0.3 -0.3 -0.3
O 4.06621 -1.61584 -5.55945 0.4 0.0 0.4
O 2.46096 2.72282 -1.23199 -0.1 -0.5 0.7
O 2.65064 -1.34224 -3.84063 0.4 -0.8 0.5
O 4.73909 -2.21666 -3.44522 -1.8 0.9 -1.5
C 5.22983 0.85801 -5.69570 -0.1 0.3 0.4
C -1.39430 -3.54653 8.05024 0.0 -0.1 0.0
C -6.74685 0.24257 6.51057 0.0 0.0 0.0
C 4.38592 6.59779 -6.56603 0.0 -0.1 0.1
C 3.89806 -1.77858 -4.19876 1.3 -1.1 1.1
C 5.21558 8.28466 -4.80389 -0.1 0.0 0.0
C 2.53491 1.64333 -0.69252 -0.1 1.0 -0.7
C 3.51471 5.79011 -5.60754 0.0 0.0 -0.2
C -2.02455 -4.71788 1.45099 0.1 0.0 0.0
C 5.63363 2.31936 -5.73226 -0.2 -0.3 0.0
C -1.66195 -4.25935 5.58682 0.1 0.0 0.0
C 0.99305 -0.12013 -0.50483 -0.4 -0.9 0.4
C 3.12886 -0.55621 -5.85242 0.5 0.2 0.2
C 4.98840 10.29666 -6.35822 -0.1 0.0 0.0
C -7.07938 -1.03499 7.27967 0.0 -0.1 -0.1
C -5.24420 1.24337 8.35068 0.0 0.1 -0.1
C 3.75713 0.74225 -5.32336 -0.2 0.0 -0.5
C -3.23004 -5.64056 1.28243 -0.1 0.1 0.1
C 0.83753 -0.08612 -5.05158 -0.4 -0.4 1.2
C -0.09861 -4.31293 8.30176 0.0 0.1 0.0
C 0.06777 0.67598 -2.74205 -0.6 -0.4 0.3
C 3.80515 0.84596 -0.73864 0.0 0.0 0.4
C -2.14204 -3.72007 -0.92279 0.2 0.0 0.0
C -6.25370 2.28039 8.83527 0.1 -0.1 0.1
C -2.28024 -4.18696 6.98288 -0.1 0.0 0.0
C 5.57934 7.26081 -5.87991 0.0 0.0 -0.1
C -0.22058 0.01240 -1.38447 0.4 0.6 -0.4
C 1.37719 -2.37023 -5.70279 0.4 -0.8 0.2
C -1.23607 -2.91168 5.00667 -0.1 0.0 -0.1
C -0.17724 -0.27620 -3.91915 0.2 0.7 -0.1
C -4.55166 -4.98225 1.66954 0.0 -0.1 -0.1
C -0.95302 -4.49685 -1.48289 -0.1 0.0 -0.1
C 1.95387 -1.12131 -5.05000 -0.6 2.2 -1.9
C -2.40030 -1.94281 4.81527 0.1 0.0 0.0
C 4.33171 9.43531 -5.28288 0.1 0.1 0.0
C -6.08307 -2.16308 7.03154 -0.1 0.0 0.1
C -2.04323 -3.46194 0.57936 -0.1 0.1 0.0
C -5.40611 0.88268 6.87476 0.0 -0.1 0.0
H 4.10245 5.00826 -5.12050 -0.1 0.2 0.0
H -5.28023 1.78742 6.27209 0.0 0.0 0.0
H -0.47229 -2.44824 5.63673 0.0 0.0 0.0
H -0.23443 -1.29954 -3.56961 0.2 -0.4 -0.1
H 3.77511 7.34669 -7.07781 0.0 0.0 0.0
H -5.31179 0.34564 8.97103 0.0 0.0 0.0
H 4.09628 10.06786 -4.42324 0.0 0.0 0.0
H -6.07835 2.52566 9.88357 0.0 0.0 0.0
H -5.37730 -5.68693 1.56247 0.0 0.0 0.0
H -8.07416 -1.37161 6.97663 0.0 0.0 0.0
H 1.05701 1.10914 -2.78739 0.4 0.0 0.1
H 3.23101 1.56070 -5.78744 -0.3 0.4 -0.1
H -2.87432 -2.81867 0.88266 0.0 0.0 0.0
H 4.56683 1.51029 -1.09632 0.4 0.2 -0.4
H -3.28780 -6.00879 0.25468 0.0 0.0 0.0
H -1.05308 -4.63221 -2.56093 0.0 0.0 0.0
H -1.16428 -2.51166 7.78278 0.0 0.0 0.0
H -0.87095 -5.48843 -1.03664 0.0 0.0 0.0
H -5.07793 -1.89172 7.35967 0.0 0.0 0.0
H 1.76202 -0.68241 -1.02074 0.4 0.1 -0.2
H 4.88099 2.86765 -6.27680 -0.1 0.4 -0.1
H 3.07601 6.41634 -4.82987 0.0 0.0 0.0
H -0.61682 -0.97481 -1.58024 -0.1 -0.4 0.2
H 1.50637 -2.29736 -6.77245 -0.1 0.0 -0.3
H -0.62219 1.50059 -2.83885 0.0 0.5 -0.2
H -6.03762 -2.41757 5.97037 0.0 0.0 0.0
H -2.53997 -5.20181 7.29990 0.0 0.0 0.0
H 4.11576 0.49155 0.23592 -0.2 -0.2 0.3
H 0.31592 -0.20066 -5.98803 0.0 -0.1 -0.5
H 3.59972 -3.89989 -6.24701 0.1 0.3 0.3
H 3.73552 -0.01467 -1.38831 0.0 -0.2 -0.3
H -1.96065 -3.50145 8.98406 0.0 0.0 0.0
H 4.76407 5.92991 -7.34589 0.0 0.0 0.0
H 6.14206 8.69627 -4.39154 0.0 0.0 0.0
H 3.62291 0.87707 -4.25805 -0.1 -0.3 0.4
H 5.92331 10.72710 -5.99418 0.0 0.0 0.0
H -2.88409 -1.69873 5.76268 0.0 0.0 0.0
H -4.23656 1.64032 8.49818 0.0 0.0 0.0
H 0.52843 -4.35081 7.40993 0.0 0.0 0.0
H 4.71756 7.77892 -3.97219 0.0 0.0 0.0
H 0.48321 -3.83428 9.09056 0.0 0.0 0.0
H -0.97453 0.56624 -0.84626 -0.3 0.2 0.2
H -3.15447 -2.36833 4.14850 0.0 0.0 0.0
H -4.52985 -4.64917 2.70965 0.0 0.0 0.0
H -0.79708 -4.92861 5.60101 0.0 0.0 0.0
H -4.59092 0.21415 6.58290 0.0 0.0 0.0
H -7.27874 1.91686 8.75145 0.0 0.0 0.0
H -1.13218 -2.88750 0.78057 0.0 0.0 0.0
H -7.14126 -0.82980 8.35174 0.0 0.0 0.0
H -6.74372 0.02009 5.43891 0.0 0.0 0.0
H -1.14833 -0.02693 -4.32182 -0.4 -0.2 -0.1
H -1.96007 -4.40868 2.49883 0.0 0.0 0.0
H 2.69223 5.31262 -6.14506 0.0 0.0 0.0
H -0.01745 -3.96323 -1.29840 0.0 0.0 0.0
H -0.76435 -3.08565 4.03550 0.1 0.0 0.0
H 6.20571 7.73543 -6.64069 0.0 0.0 0.0
H -0.30778 -5.33727 8.61606 0.0 0.0 0.0
H -7.55225 0.96632 6.66281 0.0 0.0 0.0
H -3.07960 -6.52029 1.91338 0.0 0.0 0.0
H 1.19466 0.93394 -5.01868 0.3 0.2 0.0
H 5.42169 0.38936 -6.65191 0.0 0.0 -0.4
H 6.58395 2.47879 -6.21171 0.4 0.1 0.2
H 5.20544 9.72205 -7.25974 0.0 0.0 0.0
H -2.20086 -2.75551 -1.43548 -0.1 0.0 0.0
H 6.20075 6.48432 -5.42230 0.0 0.0 0.0
H 0.72119 -0.72009 0.35417 0.0 0.0 0.4
H -3.22563 -3.63890 6.93375 0.0 0.0 0.0
H -3.06949 -4.24732 -1.16109 0.0 0.0 0.0
H -4.77392 -4.11970 1.03958 0.0 0.0 0.0
H 4.33181 11.11933 -6.64479 0.0 0.0 0.0
H 5.83150 0.33355 -4.96961 0.3 -0.3 0.2
H 3.37586 9.05270 -5.65033 0.0 0.0 0.0
H -6.17028 3.20326 8.25812 0.0 0.0 0.0
H -6.37409 -3.06055 7.57945 0.0 0.0 0.0
H -2.05444 -1.00653 4.37463 0.0 0.0 0.0
H -1.11291 -5.28826 1.25180 0.0 0.0 0.0
H 0.31680 -2.45128 -5.51389 -0.3 -0.1 0.3
H -2.38751 -4.72390 4.91043 0.0 0.0 0.0
```
Positions in Å, forces in eV/Å.

Values from the calculation:
Calculated total energy in eV: -133144.9630
Gap between HOMO and LUMO in eV: 9.7
Structure (SMILES): CC(=O)OCCCCC[C@]1(COO)OC(=O)O[C@]1(Br)CCCI.CCCCCC.CCCCCC.CCCCCC.CCCCCC
E_LUMO in eV: 0.21
Maximum force in eV/A: 2.943